1.
C4H9N3 | ωB97M-V/def2-TZVPD

The calculation puts the energy above the lowest of the compared OMol25 structures with the same formula, charge and spin at 4.023 eV. Its HOMO energy is -7.692 eV. The strongest force on any atom is 1.0 eV/A. The gap between HOMO and LUMO comes out at 0.3252 Ha. The calculation puts the LUMO energy at 1.16 eV.

Geometry as ORCA input:
```
! wB97M-V def2-TZVPD RIJCOSX def2/J DEFGRID3
* xyz 0 1
C -1.48 -1.00 1.77
C 0.88 1.65 -1.44
C 0.23 0.74 -0.45
N 0.97 -1.35 -1.23
C -0.15 0.80 0.84
N -0.02 -0.64 -0.65
N -0.25 -0.55 1.14
H 0.72 -2.32 -1.38
H 1.91 -1.23 -0.86
H -0.48 1.61 1.48
H -2.24 -1.30 1.04
H -1.95 -0.23 2.40
H -1.28 -1.86 2.42
H 0.76 2.68 -1.11
H 1.96 1.46 -1.53
H 0.44 1.54 -2.43
*
```

---

2.
C4H9N3 | ωB97M-V/def2-TZVPD

The calculation puts the energy above the lowest of the compared OMol25 structures with the same formula, charge and spin at 2.879 eV. Its HOMO energy is -7.921 eV. The strongest force on any atom is 3.4 eV/A. The gap between HOMO and LUMO comes out at 0.3167 Ha. The calculation puts the LUMO energy at 0.70 eV.

Geometry as ORCA input:
```
! wB97M-V def2-TZVPD RIJCOSX def2/J DEFGRID3
* xyz 0 1
C -0.58 -1.78 2.52
C -0.31 -0.35 2.05
C -0.14 -0.11 0.77
N 0.09 1.16 0.29
C 0.36 1.44 -0.92
N 0.44 0.81 -2.15
N 0.10 -0.58 -2.16
H 0.07 -2.13 3.29
H -1.62 -1.76 2.99
H -0.69 -2.43 1.66
H -0.26 0.50 2.72
H -0.28 -0.98 0.07
H 0.59 2.48 -1.06
H 1.22 1.18 -2.85
H 1.02 -1.15 -2.23
H -0.48 -0.69 -3.03
*
```

---

3.
C4H9N3 | ωB97M-V/def2-TZVPD

The calculation puts the energy above the lowest of the compared OMol25 structures with the same formula, charge and spin at 2.240 eV. Its HOMO energy is -8.082 eV. The strongest force on any atom is 1.7 eV/A. The gap between HOMO and LUMO comes out at 0.3314 Ha. The calculation puts the LUMO energy at 0.94 eV.

Geometry as ORCA input:
```
! wB97M-V def2-TZVPD RIJCOSX def2/J DEFGRID3
* xyz 0 1
H -3.09 1.29 0.58
N -3.18 0.25 0.63
N -2.37 -0.40 0.02
C -1.33 0.22 -0.75
C 0.02 -0.21 -0.21
N 0.12 -1.56 0.05
C 0.98 0.68 0.03
C 2.34 0.30 0.56
H -1.41 1.32 -0.76
H -1.44 -0.16 -1.78
H 1.05 -1.93 0.09
H -0.56 -2.15 -0.39
H 0.80 1.73 -0.14
H 2.99 1.17 0.59
H 2.27 -0.11 1.57
H 2.81 -0.45 -0.08
*
```

---

4.
C4H9N3 | ωB97M-V/def2-TZVPD

The calculation puts the energy above the lowest of the compared OMol25 structures with the same formula, charge and spin at 2.867 eV. Its HOMO energy is -8.364 eV. The strongest force on any atom is 3.0 eV/A. The gap between HOMO and LUMO comes out at 0.3398 Ha. The calculation puts the LUMO energy at 0.88 eV.

Geometry as ORCA input:
```
! wB97M-V def2-TZVPD RIJCOSX def2/J DEFGRID3
* xyz 0 1
H 1.01 -2.73 -0.12
N 1.17 -1.72 -0.01
C 0.06 -1.03 -0.07
C -1.30 -1.70 0.03
N 0.16 0.32 -0.28
C -0.94 1.23 -0.06
N 1.67 0.68 -0.47
C 2.13 1.70 0.13
H -1.20 -2.79 0.01
H -1.94 -1.38 -0.79
H -1.78 -1.40 0.97
H -1.37 1.11 0.94
H -0.62 2.27 -0.15
H -1.73 1.03 -0.79
H 3.10 2.09 -0.21
H 1.60 2.30 0.89
*
```

---

5.
C4H9N3 | ωB97M-V/def2-TZVPD

The calculation puts the energy above the lowest of the compared OMol25 structures with the same formula, charge and spin at 6.834 eV. Its HOMO energy is -19.352 eV. The strongest force on any atom is 5.1 eV/A. The gap between HOMO and LUMO comes out at 0.2946 Ha. The calculation puts the LUMO energy at -11.34 eV.

Geometry as ORCA input:
```
! wB97M-V def2-TZVPD RIJCOSX def2/J DEFGRID3
* xyz 2 1
C -1.12 2.52 0.38
C 1.29 0.31 -0.79
C 1.49 -0.97 -0.16
C -0.52 -2.51 0.09
N 0.27 -0.16 0.14
N -1.40 3.51 1.02
N 0.09 -1.37 -0.51
H 1.86 1.20 -0.43
H 1.06 0.51 -1.87
H 2.21 -1.63 0.45
H -0.58 -2.25 1.22
H -1.59 -2.51 -0.37
H 0.00 -3.44 -0.20
H -2.25 3.76 1.40
H -0.73 4.31 1.22
H -0.09 -1.27 -1.57
*
```

---

6.
C4H9N3O | ωB97M-V/def2-TZVPD

The calculation puts the energy above the lowest of the compared OMol25 structures with the same formula, charge and spin at 11.526 eV. Its HOMO energy is -9.454 eV. The strongest force on any atom is 7.2 eV/A. The gap between HOMO and LUMO comes out at 0.3437 Ha. The calculation puts the LUMO energy at -0.10 eV.

Geometry as ORCA input:
```
! wB97M-V def2-TZVPD RIJCOSX def2/J DEFGRID3
* xyz 0 1
C 0.01 -2.20 0.46
C -0.87 -1.15 1.08
C 0.23 0.78 -0.09
C 1.48 0.30 -0.79
H 0.11 -3.02 1.48
H -0.83 -2.53 -0.57
H 1.31 -1.57 0.14
H -2.38 -0.21 1.67
H -1.05 1.11 1.27
H -0.77 2.33 0.04
H 2.41 0.73 0.20
H 1.47 -1.09 -0.91
H 0.73 1.98 -2.16
N -1.99 -1.34 1.67
N -0.84 0.20 0.39
N 0.12 2.07 -0.40
O 1.60 1.17 -2.09
*
```

---

7.
C4H9N3O | ωB97M-V/def2-TZVPD

The calculation puts the energy above the lowest of the compared OMol25 structures with the same formula, charge and spin at 5.716 eV. Its HOMO energy is -8.843 eV. The strongest force on any atom is 3.4 eV/A. The gap between HOMO and LUMO comes out at 0.3567 Ha. The calculation puts the LUMO energy at 0.86 eV.

Geometry as ORCA input:
```
! wB97M-V def2-TZVPD RIJCOSX def2/J DEFGRID3
* xyz 0 1
H -1.25 -2.05 0.65
N -0.47 -1.69 1.20
C 0.32 -0.97 0.47
C 1.55 -0.34 1.09
C 0.55 -1.29 -1.09
N 0.01 -0.41 -1.81
N -0.67 0.47 -0.58
C -0.63 1.93 -0.56
O -2.04 0.08 -0.52
H 2.03 -1.08 1.74
H 2.28 0.00 0.36
H 1.24 0.50 1.72
H 1.16 -2.13 -1.43
H -1.20 2.31 -1.41
H -1.07 2.33 0.36
H 0.41 2.26 -0.62
H -2.23 0.08 0.44
*
```

---

8.
C4H9N3O | ωB97M-V/def2-TZVPD

The calculation puts the energy above the lowest of the compared OMol25 structures with the same formula, charge and spin at 6.601 eV. Its HOMO energy is -9.020 eV. The strongest force on any atom is 6.3 eV/A. The gap between HOMO and LUMO comes out at 0.3610 Ha. The calculation puts the LUMO energy at 0.80 eV.

Geometry as ORCA input:
```
! wB97M-V def2-TZVPD RIJCOSX def2/J DEFGRID3
* xyz 0 1
H -0.77 2.68 -0.03
N -1.38 1.90 -0.07
C -0.58 0.89 -0.09
N 0.82 1.14 0.10
C 2.03 0.41 0.16
C 2.20 -0.54 -0.67
N -0.75 -0.55 -0.37
C -2.18 -0.80 -0.18
O -0.20 -1.15 0.92
H 0.68 1.83 0.99
H 2.73 0.50 1.15
H 3.02 -1.28 -0.37
H 1.46 -0.82 -1.41
H -2.68 -0.88 -1.40
H -2.71 -0.10 0.71
H -2.26 -1.92 0.17
H 0.57 -1.33 0.39
*
```

---

9.
C4H9N3O | ωB97M-V/def2-TZVPD

The calculation puts the energy above the lowest of the compared OMol25 structures with the same formula, charge and spin at 5.703 eV. Its HOMO energy is -9.223 eV. The strongest force on any atom is 8.0 eV/A. The gap between HOMO and LUMO comes out at 0.3590 Ha. The calculation puts the LUMO energy at 0.55 eV.

Geometry as ORCA input:
```
! wB97M-V def2-TZVPD RIJCOSX def2/J DEFGRID3
* xyz 0 1
C 0.22 -2.17 -0.15
C 0.77 -0.97 0.31
N -0.25 -0.26 1.08
N -0.45 -0.41 2.34
C -0.97 0.71 0.53
N -0.77 1.14 -0.74
C 0.10 1.01 -1.73
O 1.21 1.75 -1.97
H -0.24 -1.83 -1.19
H -0.47 -2.61 0.54
H 0.84 -2.97 -0.61
H 1.05 -0.19 -0.45
H 1.88 -1.16 0.93
H -1.05 -1.36 2.67
H 0.33 -0.29 2.94
H -1.92 1.12 1.06
H -0.53 0.47 -2.71
*
```

---

10.
C4H9N3O | ωB97M-V/def2-TZVPD

The calculation puts the energy above the lowest of the compared OMol25 structures with the same formula, charge and spin at 5.433 eV. Its HOMO energy is -5.693 eV. The strongest force on any atom is 1.6 eV/A. The gap between HOMO and LUMO comes out at 0.2231 Ha. The calculation puts the LUMO energy at 0.38 eV.

Geometry as ORCA input:
```
! wB97M-V def2-TZVPD RIJCOSX def2/J DEFGRID3
* xyz 0 1
C 2.02 0.58 0.26
N -0.84 -0.32 -0.99
C 0.07 -0.95 -0.32
N 0.37 -2.25 -0.30
C -0.63 1.06 -0.04
C 0.59 0.16 0.55
O -2.91 0.96 0.16
N -1.65 1.41 0.78
H -3.55 1.65 0.36
H -1.69 -0.70 -1.38
H 1.00 -2.61 0.39
H -0.11 -2.90 -0.90
H -0.20 1.82 -0.72
H 0.38 -0.02 1.60
H 2.25 1.49 0.83
H 2.75 -0.19 0.52
H 2.15 0.81 -0.80
*
```

---

11.
C4H9N3O | ωB97M-V/def2-TZVPD

The calculation puts the energy above the lowest of the compared OMol25 structures with the same formula, charge and spin at 9.393 eV. Its HOMO energy (spin up / spin down) is -20.055 / -19.959 eV. The strongest force on any atom is 4.4 eV/A. The gap between HOMO and LUMO (spin up / spin down) comes out at 0.2809 / 0.2914 Ha. The calculation puts the LUMO energy (spin up / spin down) at -12.41 / -12.03 eV.

Geometry as ORCA input:
```
! wB97M-V def2-TZVPD RIJCOSX def2/J DEFGRID3
* xyz 2 1
C 0.17 0.45 0.18
C 1.12 1.51 0.43
C 1.97 -1.21 -0.21
C -3.31 -0.24 -0.13
N -0.31 -1.82 0.09
N 0.56 -1.02 0.02
N -1.98 -0.27 0.34
O -1.09 0.63 0.18
H 0.63 2.38 0.82
H 1.82 1.21 1.17
H 1.72 1.71 -0.40
H 2.59 -0.45 0.39
H 2.13 -2.29 -0.01
H 2.28 -1.08 -1.21
H -3.29 -0.30 -1.18
H -4.05 -0.81 0.34
H -3.81 0.77 0.02
*
```

---

12.
C4H9N3O2 | ωB97M-V/def2-TZVPD

The calculation puts the energy above the lowest of the compared OMol25 structures with the same formula, charge and spin at 5.318 eV. Its HOMO energy is -8.320 eV. The strongest force on any atom is 2.9 eV/A. The gap between HOMO and LUMO comes out at 0.3370 Ha. The calculation puts the LUMO energy at 0.85 eV.

Geometry as ORCA input:
```
! wB97M-V def2-TZVPD RIJCOSX def2/J DEFGRID3
* xyz 0 1
C 2.63 1.32 0.03
N 2.12 -0.04 -0.16
C 0.90 -0.13 0.11
N 0.43 -1.40 -0.01
O 1.47 -2.27 -0.10
C -0.89 -1.85 0.05
N -2.02 -1.26 0.03
O -1.79 0.13 -0.21
C -2.96 0.93 -0.01
H 1.90 2.01 0.42
H 3.43 1.29 0.71
H 2.99 1.71 -0.90
H 0.15 0.67 0.08
H 2.21 -1.61 -0.24
H -0.90 -2.96 0.21
H -2.72 1.89 -0.48
H -3.16 1.09 1.06
H -3.80 0.50 -0.59
*
```